Computed, not measured: the molecule C9H10N4O, with ωB97M-V with the def2-TZVPD basis set.

As for the LUMO energy: 0.354 eV. For the HOMO energy, the calculation gives -8.98 eV. As for the HOMO-LUMO gap: 9.34 eV. The SMILES is N#CCN1CCC/C1=C(/C#N)C(N)=O. The calculation puts the energy relative to the best compared isomer or geometry (same formula, charge and spin) at 17.8 kcal/mol.

```
24
C9H10N4O | OMol25 | ωB97M-V with the def2-TZVPD basis set
O 0.6593 2.0557 -2.3265
N -1.1920 3.1221 -2.0268
N 0.5456 -2.1409 4.0649
N -1.5797 2.5491 1.6259
N 0.0531 -0.8144 0.8596
C -0.3015 2.1783 -1.5801
C 0.2090 -1.3687 3.2377
C 0.6413 -2.1205 0.5142
C 0.7815 -2.1181 -1.0029
C 0.6658 -0.6727 -1.4594
C -1.1490 1.9934 0.7015
C -0.4859 1.3320 -0.3986
C -0.2210 -0.3645 2.2648
C 0.0204 0.0414 -0.2634
H 0.1165 -0.5513 -2.4183
H 0.3027 0.5651 2.5096
H -0.8760 3.7733 -2.7345
H 1.6671 -0.2350 -1.6238
H -0.0322 -2.9735 0.8184
H -0.0271 -2.7204 -1.4905
H 1.6403 -2.2094 0.9804
H -1.2755 -0.1902 2.4319
H 1.7604 -2.5331 -1.3159
H -1.9232 3.4021 -1.3684
```


Computed, not measured: a structure of composition C9H10NO2PdS2Se3Te2, with ωB97M-V with the def2-TZVPD basis set.

As for the LUMO energy (spin up / spin down): -0.298 / 0.075 eV. For the HOMO energy (spin up / spin down), the calculation gives -3.57 / -4.06 eV. As for the HOMO-LUMO gap (spin up / spin down): 3.27 / 4.13 eV. As for the total charge: -1. The calculation puts the energy relative to the best compared isomer or geometry (same formula, charge and spin) at 51.2 kcal/mol.

```
30
C9H10NO2PdS2Se3Te2 | OMol25 | ωB97M-V with the def2-TZVPD basis set
Te -2.5893 2.0469 -2.7371
Te -0.0100 -0.7926 -4.4794
Pd -1.6625 -0.3049 -2.0808
Se -0.6733 3.3054 -3.4560
Se -2.7217 -2.6933 -1.4318
Se -3.9126 -1.0760 -2.3619
S -2.1919 -0.0735 2.7608
S 0.1461 0.2832 -0.5944
O -3.1762 0.9158 3.1007
O -2.4156 -1.4244 3.2023
N -1.8639 -0.0480 1.1518
C -0.0972 0.7392 4.5422
C 0.1965 0.5510 2.1480
C -0.5811 0.4538 3.2822
C -0.6127 0.2269 0.9217
C 2.0308 1.2301 3.5041
C 1.5208 0.9438 2.2444
C 1.7163 0.2693 -3.8436
C 1.2320 1.1314 4.6413
C 0.8044 -2.6736 -3.8946
H 2.5874 -0.1041 -4.3778
H 3.0627 1.5418 3.6049
H 1.5451 1.3187 -4.0655
H -0.7305 0.6613 5.4160
H 1.6504 1.3684 5.6114
H 2.1272 1.0266 1.3523
H 0.9044 -2.6876 -2.8118
H 0.1116 -3.4533 -4.2044
H 1.7684 -2.8274 -4.3746
H 1.8343 0.1447 -2.7701
```


Computed, not measured: a structure of composition C9H10NO6, with ωB97M-V with the def2-TZVPD basis set.

As for the LUMO energy: 2.946 eV. For the HOMO energy, the calculation gives -2.86 eV. As for the HOMO-LUMO gap: 5.81 eV. As for the total charge: -1. The calculation puts the energy relative to the best compared isomer or geometry (same formula, charge and spin) at 40.1 kcal/mol.

```
26
C9H10NO6 | OMol25 | ωB97M-V with the def2-TZVPD basis set
O -4.1104 0.2964 0.2129
O -5.0995 -0.5940 0.2823
O 2.5591 0.4521 0.1559
O -1.6332 3.3146 -0.1194
O -3.1223 -1.8990 -0.2125
O 1.5389 -2.1708 0.3604
N -2.7549 -0.7389 -0.3917
C 0.7451 -1.0920 0.2030
C -1.0611 1.0495 -0.0643
C 2.8520 1.8278 0.1822
C -1.5762 -0.2845 0.0196
C -1.9471 2.1487 -0.3337
C -0.6083 -1.3096 0.2869
C 1.2101 0.2476 0.2086
C 2.7204 -2.3018 -0.3496
C 0.3051 1.3203 0.1999
H 2.4338 -1.9679 -1.2998
H -4.6086 -1.5221 0.3587
H 3.8707 1.7331 -0.0092
H 3.4477 -1.6876 -0.0342
H 0.3539 2.4104 0.2754
H -2.9795 1.9730 -0.7310
H 2.3107 2.3072 -0.6366
H 2.8560 2.2846 1.2286
H 3.1084 -3.4253 -0.2035
H -0.8108 -2.3719 0.4110
```


Computed, not measured: the molecule C9H10NPS, with ωB97M-V with the def2-TZVPD basis set.

The expectation value of S² is 2.0501. As for the LUMO energy (spin up / spin down): 0.658 / -2.752 eV. For the HOMO energy (spin up / spin down), the calculation gives -4.83 / -8.63 eV. As for the HOMO-LUMO gap (spin up / spin down): 5.49 / 5.88 eV. As for the spin multiplicity: 3.

```
22
C9H10NPS | OMol25 | ωB97M-V with the def2-TZVPD basis set
S 1.4167 2.6365 0.3012
P 1.9452 -0.5726 0.9760
N 1.3200 0.7625 -1.4372
C 1.2864 0.9300 -0.2035
C -2.3196 -2.2181 0.9115
C -1.5165 -2.2222 -0.2483
C -1.7265 -1.9274 2.1411
C 0.2981 -1.2169 1.0504
C -0.4688 -1.3688 2.1955
C -0.2024 -1.6850 -0.1636
C 1.0542 1.8844 -2.2405
C 0.9653 3.1647 -1.3641
H -3.3834 -2.3856 0.7951
H 1.5810 4.0004 -1.5696
H 1.9244 1.9229 -2.8256
H 0.0065 -1.1095 3.0572
H 0.2349 1.7711 -3.1250
H -2.1410 -1.7187 3.0878
H 1.6618 0.0970 2.2725
H -0.1212 3.2995 -1.3378
H 0.2374 -1.6173 -1.1325
H -2.0525 -2.4269 -1.1404
```


Number 1: E -643.19318 a.u.. Number 2: E -9218.85606 a.u.. Number 3: E -854.88921 a.u.. Number 4: E -1142.99833 a.u..